Entry 1:
The following is a quantum chemistry calculation of a 2-piece molecular cluster, C8H14ClN overall at a distorted geometry, from OMol25.

```
! wB97M-V def2-TZVPD RIJCOSX def2/J DEFGRID3
* xyz 0 1
C -1.148 -2.315 -1.754
C -1.621 -1.388 -1.128
N -2.392 -0.457 -0.641
C -2.982 0.428 -1.586
C -2.297 -0.417 0.772
C -2.677 0.470 1.734
H -0.672 -3.142 -2.190
H -3.912 0.786 -1.241
H -2.211 1.272 -1.743
H -3.071 -0.087 -2.477
H -1.787 -1.304 1.268
H -2.535 0.232 2.734
H -2.963 1.575 1.510
C 1.597 1.039 0.462
C 1.365 -0.396 -0.228
C 1.794 -1.578 0.748
Cl 3.579 -1.895 0.710
H 0.808 1.136 1.326
H 1.206 1.811 -0.226
H 2.561 1.361 0.644
H 0.277 -0.493 -0.415
H 1.920 -0.394 -1.177
H 1.640 -1.399 1.839
H 1.408 -2.576 0.513
*
```

Properties
Maximum force (hartree/bohr): 0.097
Relative energy (zero: lowest compared OMol25 entry of this formula, charge and spin) (kcal per mole): 63.8
Structure (SMILES): C#CN(C)C=C.CCCCl
Lowest unoccupied orbital energy (eV): 0.80
E_tot (eV): -22531.2547

Partial atomic charges computed with the natural (NBO) method, in multiples of e: -0.32, 0.16, -0.47, -0.38, 0.00, -0.49, 0.24, 0.21, 0.19, 0.22, 0.22, 0.21, 0.20, -0.61, -0.41, -0.36, -0.11, 0.20, 0.20, 0.21, 0.22, 0.22, 0.22, 0.22

Entry 2:
The following is a quantum chemistry calculation of C8H14EuF6NO6PS4Se2Te2 as an isolated structure at a distorted geometry, from OMol25.

```
! wB97M-V def2-TZVPD RIJCOSX def2/J DEFGRID3
* xyz -2 8
Eu 0.719 -1.289 -0.171
Se 3.112 -1.662 2.471
Te 5.687 -0.027 4.847
Te 6.970 -1.638 3.169
Se 5.112 -1.995 1.712
F 0.961 -2.522 -4.685
C 0.518 -3.761 -4.336
F -0.623 -4.099 -5.062
F 1.507 -4.637 -4.656
S 0.049 -3.370 -2.454
O 1.226 -2.610 -1.943
O -1.015 -2.361 -2.675
N -0.309 -4.680 -1.553
S -0.685 -4.657 -0.012
O -1.970 -5.263 0.343
O -0.576 -3.276 0.495
C 0.961 -5.276 0.896
F 1.309 -6.538 0.577
F 1.873 -4.438 0.401
F 0.954 -5.186 2.246
C 0.370 4.076 2.248
C 1.226 2.976 1.598
C 2.084 3.547 0.481
O 0.326 1.810 1.328
P -0.699 1.614 0.159
S 0.501 1.405 -1.451
S -1.721 -0.070 0.637
O -1.622 2.894 0.063
C -2.991 2.926 -0.434
C -4.006 2.701 0.673
C -3.183 2.028 -1.590
H 1.065 4.812 2.574
H -0.165 3.637 3.108
H -0.330 4.437 1.495
H 1.931 2.575 2.348
H 1.506 4.238 -0.180
H 2.484 2.770 -0.218
H 2.917 4.077 0.942
H -3.096 3.934 -0.738
H -3.960 1.602 0.961
H -5.033 2.889 0.378
H -3.790 3.258 1.636
H -3.096 0.965 -1.231
H -2.362 2.069 -2.318
H -4.136 2.116 -2.079
*
```

Properties
Maximum force (hartree/bohr): 0.064
Relative energy (zero: lowest compared OMol25 entry of this formula, charge and spin) (kcal per mole): 106.1
Lowest unoccupied orbital energy (alpha / beta) (eV): 3.82 / 2.75
E_tot (eV): -255839.2238
⟨S²⟩: 15.786

Partial atomic charges computed with the natural (NBO) method, in multiples of e: 1.40, -0.31, -0.36, -0.16, -0.08, -0.35, 0.71, -0.36, -0.35, 2.02, -1.05, -0.97, -1.26, 2.13, -0.94, -1.05, 0.74, -0.34, -0.32, -0.34, -0.63, 0.12, -0.66, -0.86, 1.71, -0.73, -0.67, -0.86, 0.12, -0.65, -0.69, 0.20, 0.22, 0.22, 0.20, 0.21, 0.26, 0.21, 0.17, 0.24, 0.21, 0.21, 0.26, 0.25, 0.21